1.
DFT (ωB97M-V with the def2-TZVPD basis set) results for a cluster of 2 separate species, C5H12OSSi in total at a distorted geometry.

Results
Strongest force on any atom = 3.21 eV/Å
Electronic energy = -960.493706 Ha
Relative energy (zero: lowest compared OMol25 entry of this formula, charge and spin) = 83.2 kcal per mole

XYZ file:
```
20
Properties=species:S:1:pos:R:3:forces:R:3:mulliken_charge:R:1
C 1.670697 -0.770316 2.086157 -2.049 -2.459 -0.038 -0.76
C 0.302152 -1.105704 1.504525 0.632 1.547 -2.130 -0.42
C -0.998273 -0.920383 -1.614794 1.442 -0.870 1.586 -0.90
C 0.905546 1.436111 -1.199022 1.254 -2.773 -1.032 -0.97
C -1.967235 1.783354 -0.043955 -1.583 0.200 -1.306 -1.07
O 1.714338 -3.409040 1.585439 0.340 -0.110 -0.107 -0.62
Si -0.518846 0.492512 -0.448606 -0.753 -0.703 1.244 0.47
S 1.724881 -2.127843 0.835846 -1.164 0.981 0.573 0.45
H 2.100477 0.163568 2.037688 0.878 1.982 -0.837 0.29
H 1.936185 -1.244039 3.003731 -0.018 -0.441 0.732 0.34
H -0.422433 -1.764410 2.030170 0.605 0.655 -0.347 0.38
H -0.015847 -1.406320 -1.978740 -1.558 0.574 0.714 0.26
H -1.572289 -1.643892 -0.939880 0.534 0.754 -1.515 0.26
H -1.498476 -0.523563 -2.479320 -0.650 -0.140 -0.295 0.39
H 1.784997 0.663291 -1.122782 -1.298 1.542 -0.323 0.19
H 0.806235 1.745398 -2.270070 -0.247 -0.624 0.763 0.36
H 1.173963 2.298980 -0.690359 0.608 1.577 1.237 0.38
H -2.577373 1.982460 -0.999960 1.304 -0.604 0.484 0.31
H -2.897448 1.508434 0.546067 1.659 0.080 0.156 0.35
H -1.651253 2.841402 0.157865 0.063 -1.169 0.441 0.31
```
Positions in Å, forces in eV/Å.

2.
DFT (ωB97M-V with the def2-TZVPD basis set) results for an isolated molecule of C4H5N3 at a distorted geometry.

Results
Strongest force on any atom = 10.29 eV/Å
Electronic energy = -319.583654 Ha
SMILES = Cc1cncnn1
Relative energy (zero: lowest compared OMol25 entry of this formula, charge and spin) = 80.7 kcal per mole

XYZ file:
```
12
Properties=species:S:1:pos:R:3:forces:R:3:mulliken_charge:R:1
C 1.874500 -0.226198 -0.078848 -0.268 0.604 3.571 -1.04
C 0.388329 -0.010740 0.146983 0.533 -1.208 -1.922 0.59
C -0.403139 1.124541 0.104269 2.200 -0.002 -0.682 -0.18
N -1.698424 0.872536 -0.050322 1.966 9.914 -0.060 -0.43
C -2.188987 -0.195177 -0.042364 0.230 -10.216 1.223 0.01
N -1.448298 -1.421087 0.063397 -1.055 1.755 -0.780 -0.57
N -0.199780 -1.251648 0.007307 0.548 -0.470 1.120 -0.07
H 2.366665 0.127411 0.847114 0.047 -0.375 -0.001 0.29
H 2.260318 -1.239097 -0.244544 -0.837 0.363 -0.294 0.31
H 2.207388 0.501740 -0.714095 1.036 1.451 -2.365 0.31
H -0.003902 2.203015 -0.012491 -0.798 -1.916 0.539 0.30
H -3.154672 -0.485300 -0.026404 -3.601 0.100 -0.350 0.47
```
Positions in Å, forces in eV/Å.

3.
DFT (ωB97M-V with the def2-TZVPD basis set) results for an isolated molecule of Cl2H2N2 at a distorted geometry.

Results
Strongest force on any atom = 4.08 eV/Å
Electronic energy = -1030.969818 Ha
SMILES = ClNNCl
Relative energy (zero: lowest compared OMol25 entry of this formula, charge and spin) = 11.6 kcal per mole

XYZ file:
```
6
Properties=species:S:1:pos:R:3:forces:R:3:mulliken_charge:R:1
Cl 1.276980 -0.817638 1.171985 -0.242 0.311 -0.483 -0.08
N 0.857125 0.392408 -0.073425 -2.158 -1.273 -1.443 -0.28
N -0.736164 0.610116 -0.107989 3.771 -0.027 -1.556 -0.22
Cl -1.639355 -0.658318 -0.874425 0.365 -0.023 0.535 -0.05
H 1.146661 -0.144008 -0.989069 -1.179 1.360 1.989 0.33
H -0.905247 0.617440 0.872923 -0.557 -0.348 0.958 0.30
```
Positions in Å, forces in eV/Å.

4.
DFT (ωB97M-V with the def2-TZVPD basis set) results for an isolated molecule of C3H9N5 at a distorted geometry.

Results
Strongest force on any atom = 3.49 eV/Å
Electronic energy = -393.387825 Ha
SMILES = C/N=C(\C=N/N)NN
Relative energy (zero: lowest compared OMol25 entry of this formula, charge and spin) = 78.9 kcal per mole

XYZ file:
```
17
Properties=species:S:1:pos:R:3:forces:R:3:mulliken_charge:R:1
C -2.379268 0.048600 -0.028000 -1.676 0.786 0.141 -0.77
N -1.360201 -0.904693 -0.297757 -0.092 -0.223 -0.273 -0.61
C -0.198930 -0.689546 0.143149 1.065 -0.727 -0.307 0.61
C 0.280362 0.446748 1.000045 0.133 1.076 0.052 -0.40
N 0.945720 1.458591 0.552725 -1.098 -0.258 -0.477 -0.35
N 1.079534 1.476526 -0.868060 -1.540 -2.764 1.465 -0.36
N 0.821029 -1.590560 -0.166665 -0.435 1.311 1.151 -0.05
N 2.160721 -1.219613 -0.018543 1.452 0.811 2.074 -0.75
H -3.101495 -0.306898 0.740790 0.398 -0.084 -0.425 0.28
H -3.010478 0.221058 -0.951894 0.817 -0.017 0.951 0.25
H -1.999903 1.009573 0.376940 -0.177 -0.172 -0.428 0.31
H -0.011563 0.410928 2.065092 0.653 0.152 -0.524 0.41
H 1.207655 2.379824 -1.227145 0.150 1.396 -0.108 0.28
H 0.212407 1.015245 -1.241071 1.278 0.800 -0.207 0.21
H 0.592527 -2.241246 -0.880719 0.129 -0.443 -0.586 0.26
H 2.456704 -1.321013 1.022361 -0.756 -0.011 -2.357 0.27
H 2.305174 -0.193529 -0.221251 -0.300 -1.630 -0.143 0.42
```
Positions in Å, forces in eV/Å.

5.
DFT (ωB97M-V with the def2-TZVPD basis set) results for a cluster of 2 separate species, C6H10NO in total at a distorted geometry.

Results
Charge = +1
Strongest force on any atom = 3.03 eV/Å
Electronic energy = -364.231101 Ha
Relative energy (zero: lowest compared OMol25 entry of this formula, charge and spin) = 72.9 kcal per mole

XYZ file:
```
18
Properties=species:S:1:pos:R:3:forces:R:3:mulliken_charge:R:1
C 1.851589 -1.945116 0.578067 1.095 -1.713 -1.367 -0.26
C -2.649947 -0.574234 -0.213231 -0.775 -0.467 0.544 0.49
C -0.881369 0.866493 0.724897 0.997 1.430 2.477 0.03
C -1.563914 1.657439 -0.291953 -0.578 0.889 1.716 -0.59
C -2.371967 0.571708 0.466862 0.775 0.149 0.164 -0.14
C 2.456838 -0.036952 -0.883709 -0.597 0.169 -0.187 -0.79
N 1.655109 -0.828121 0.061848 -1.191 1.784 1.394 -0.35
O -3.026395 -1.541499 -0.621737 0.128 -0.632 -0.747 -0.07
H 2.674449 -2.514858 0.159495 0.618 -0.515 0.387 0.25
H 1.204475 -2.565236 1.255773 0.156 1.388 -0.420 0.24
H -0.038618 0.189639 0.578241 -0.235 -0.431 -0.851 0.14
H -0.745421 1.300884 1.766358 -0.550 -0.297 -1.442 0.24
H -1.921737 2.691718 -0.166293 0.301 -0.692 0.173 0.28
H -1.359576 1.369278 -1.263687 0.329 -0.306 -1.965 0.29
H -3.017000 0.683202 1.322598 -0.439 0.427 -0.053 0.41
H 1.642555 0.474569 -1.417892 0.581 0.173 -0.292 0.20
H 3.029378 -0.599212 -1.648521 0.032 0.078 0.718 0.34
H 3.061559 0.800293 -0.407109 -0.648 -1.436 -0.247 0.28
```
Positions in Å, forces in eV/Å.

6.
DFT (ωB97M-V with the def2-TZVPD basis set) results for a structure of composition C16H41CuO15S4 at a distorted geometry.

Results
Charge = -1
Strongest force on any atom = 2.68 eV/Å
Electronic energy = -4995.864542 Ha
<S²> = 0.759
Multiplicity = 2
Relative energy (zero: lowest compared OMol25 entry of this formula, charge and spin) = 0.0 kcal per mole

XYZ file:
```
77
Properties=species:S:1:pos:R:3:forces:R:3:mulliken_spin:R:1
Cu -1.022198 -0.262583 -1.041482 -1.097 0.253 -1.492 0.03
C 0.957037 -0.213596 -4.591270 0.688 -0.042 -0.755 0.00
C -0.521199 -0.531288 -4.423310 -0.664 -0.135 1.426 0.00
O -0.919695 -0.810741 -3.146475 0.428 -0.129 0.168 0.00
H 1.282303 0.604080 -3.946975 -0.130 0.094 0.072 0.00
H 1.154273 0.069255 -5.639398 -0.013 0.190 0.077 0.00
H 1.631773 -1.062421 -4.420475 -0.285 -0.145 0.298 0.00
H -0.767990 -1.385336 -5.085309 0.059 0.049 -0.366 0.00
H -1.073119 0.352496 -4.816971 -0.017 0.085 -0.333 0.00
O -5.649797 1.988677 -0.497826 0.790 0.423 -0.133 0.66
C -4.523032 2.414275 0.103057 -1.995 -0.359 1.033 0.07
C -3.156861 1.850798 -0.401709 2.275 -0.149 -1.404 -0.04
O -3.044269 0.582204 -0.783918 -0.249 0.325 0.953 0.20
H -4.617427 2.053259 1.152065 0.311 -0.408 0.028 0.07
H -4.474792 3.507134 0.260895 0.324 0.246 -0.562 -0.01
H -2.385631 2.201312 0.340805 -0.351 -0.244 0.683 0.00
H -2.829301 2.548362 -1.220452 -0.738 0.074 -0.285 0.03
O 1.073303 -0.791145 -0.705207 1.116 0.008 0.068 0.00
S 2.438097 -0.420894 -0.452602 -0.546 -0.380 -0.300 0.00
O 2.707180 0.841806 0.187315 0.196 -0.635 -0.017 0.00
O 3.107229 -1.651766 0.357330 -0.241 0.498 -0.149 0.00
C 2.212838 -2.272078 1.312909 -0.496 0.283 0.597 0.00
C 2.971341 -3.380141 1.989610 0.346 0.098 0.132 0.00
C 3.421201 -0.583083 -1.914253 -0.045 0.493 -0.012 0.00
H 1.281565 -2.592849 0.847610 0.236 -0.118 -0.328 0.00
H 1.915003 -1.518237 2.047276 0.066 -0.020 0.036 0.00
H 3.400147 -4.073764 1.264622 -0.020 0.001 -0.005 0.00
H 2.337714 -3.936333 2.679515 -0.173 0.063 -0.081 0.00
H 3.775970 -2.937490 2.581300 0.113 -0.175 -0.077 0.00
H 3.039757 0.125193 -2.648246 -0.154 0.076 0.139 0.00
H 3.324087 -1.586579 -2.313552 0.011 -0.081 0.158 0.00
H 4.442479 -0.307582 -1.658464 0.027 -0.197 0.027 0.00
O 2.046665 2.716630 -2.451906 0.175 0.262 0.120 0.00
S 0.758175 2.918788 -1.859596 -1.161 -0.245 0.128 0.00
O -0.054532 1.809441 -1.465854 0.734 1.020 -0.009 -0.01
O 0.892067 3.836607 -0.529414 0.038 -0.228 -0.686 0.00
C 1.697280 5.039195 -0.657914 -0.207 -0.767 0.330 0.00
C 1.768299 5.652014 0.723529 0.690 0.634 -0.120 0.00
C -0.245266 3.960782 -2.929713 -0.002 -0.396 0.563 0.00
H 1.178607 5.708735 -1.347817 0.217 0.056 -0.055 0.00
H 2.659930 4.703261 -1.047071 0.053 0.449 -0.052 0.00
H 2.527328 5.217125 1.374668 -0.298 -0.553 -0.072 0.00
H 0.786523 5.637377 1.189926 0.023 0.020 0.103 0.00
H 2.122706 6.685684 0.638931 -0.359 0.064 -0.131 0.00
H -1.074408 4.283326 -2.300199 0.022 0.145 -0.073 0.00
H -0.656214 3.321113 -3.708360 0.211 -0.133 -0.026 0.00
H 0.323551 4.786246 -3.346080 0.054 -0.008 0.037 0.00
O -0.746297 -0.007793 1.235385 0.575 -0.057 0.579 -0.01
S -1.008334 -0.002829 2.638415 -0.904 0.608 0.146 0.01
O -0.421906 -0.989006 3.512271 -0.166 0.241 -0.367 0.00
O -0.649253 1.456500 3.231304 -0.091 -0.989 -0.013 0.00
C 0.429248 2.165956 2.582408 -0.005 0.739 -0.090 0.00
C 0.974177 3.143333 3.594770 0.213 0.222 0.234 0.00
C -2.784358 0.047924 2.858444 0.443 0.555 -0.015 -0.02
H -0.014916 2.678470 1.727995 0.266 -0.130 -0.153 0.00
H 1.250177 1.526911 2.254796 -0.348 -0.306 -0.119 0.00
H 1.832393 3.677286 3.178617 -0.043 -0.116 -0.072 0.00
H 1.316625 2.606961 4.481579 -0.016 0.023 0.005 0.00
H 0.252997 3.899815 3.907822 -0.152 -0.131 -0.050 0.00
H -2.987241 0.336944 3.887797 -0.060 -0.416 0.081 0.00
H -3.194491 -0.904152 2.536976 0.088 -0.148 0.240 0.00
H -3.200813 0.815686 2.205511 0.323 -0.035 -0.194 0.02
O -1.625498 -2.281540 -0.260432 -0.338 -1.314 0.430 0.00
S -1.787042 -3.703159 -0.304397 0.623 0.631 0.347 0.00
O -1.918161 -4.397077 -1.544232 -0.281 -0.248 0.162 0.00
O -0.499828 -4.313364 0.479505 0.008 0.422 -0.195 0.00
C -0.063016 -5.654347 0.161929 -1.114 0.184 0.202 0.00
C 0.333659 -6.353199 1.435715 0.639 -0.919 -0.004 0.00
C -3.061620 -4.225770 0.863058 0.945 -0.211 -0.571 0.00
H 0.710116 -5.609700 -0.601861 0.121 0.017 0.104 0.00
H -0.933702 -6.163869 -0.260093 0.240 -0.142 -0.180 0.00
H -0.418370 -6.301623 2.221020 -0.098 0.290 -0.090 0.00
H 1.304862 -6.070024 1.843319 -0.132 0.412 -0.035 0.00
H 0.448599 -7.420249 1.205695 -0.067 0.060 -0.046 0.00
H -2.893603 -3.667100 1.778534 -0.313 0.247 -0.081 0.00
H -2.838016 -5.272530 1.070736 -0.219 -0.063 -0.115 0.00
H -4.025082 -4.115725 0.377869 -0.104 0.214 0.206 0.00
```
Positions in Å, forces in eV/Å.